{
  "formula": "C40H33LaN2O3PS4",
  "method": "ωB97M-V/def2-TZVPD",
  "elements": ["La", "O", "C", "S", "C", "C", "S", "S", "S", "N", "P", "C", "C", "C", "C", "C", "C", "C", "C", "C", "C", "C", "C", "C", "C", "C", "C", "C", "N", "H", "H", "H", "H", "H", "H", "H", "H", "H", "H", "H", "H", "H", "H", "H", "C", "C", "C", "C", "C", "C", "C", "C", "C", "C", "O", "O", "H", "H", "H", "H", "H", "H", "H", "H", "H", "H", "H", "C", "C", "C", "C", "C", "C", "C", "C", "C", "C", "H", "H", "H", "H", "H", "H", "H"],
  "xyz": [[-0.271, -0.977, -0.158], [2.211, -6.135, -1.856], [2.346, -4.929, -1.745], [1.722, -3.932, -0.280], [2.402, -2.449, -0.647], [2.499, -2.401, -2.097], [1.800, -1.077, -2.958], [3.154, -3.810, -2.969], [2.503, -1.180, 0.534], [-0.730, 2.863, -0.781], [0.019, 2.900, 0.834], [-0.894, 4.342, 1.593], [-1.361, 4.400, 2.920], [-1.967, 5.536, 3.422], [-1.977, 6.719, 2.699], [-1.549, 6.731, 1.358], [-0.956, 5.547, 0.841], [1.636, 3.646, 0.409], [2.339, 3.188, -0.667], [3.296, 3.989, -1.294], [3.669, 5.217, -0.696], [3.172, 5.534, 0.545], [2.149, 4.766, 1.115], [-1.515, 1.916, -1.309], [-1.931, 1.910, -2.647], [-2.771, 0.951, -3.117], [-3.285, -0.043, -2.227], [-2.860, 0.047, -0.883], [-1.892, 0.924, -0.486], [-0.281, 3.413, -1.488], [-1.196, 3.527, 3.548], [-2.435, 5.471, 4.441], [-2.409, 7.624, 3.103], [-1.591, 7.646, 0.754], [-0.638, 5.651, -0.218], [2.072, 2.182, -1.013], [3.899, 3.628, -2.131], [4.315, 5.870, -1.308], [3.672, 6.294, 1.101], [1.670, 5.070, 2.084], [-1.574, 2.693, -3.316], [-3.174, 1.022, -4.181], [-4.031, -0.720, -2.579], [-3.392, -0.401, -0.079], [1.770, -2.245, 6.878], [0.643, -2.178, 5.888], [0.462, -3.368, 5.117], [-0.430, -3.339, 4.086], [-0.668, -4.656, 3.412], [-0.913, -2.100, 3.578], [-0.952, -0.966, 4.474], [-1.801, 0.277, 4.448], [-0.106, -1.041, 5.610], [-0.991, -1.947, 2.117], [-1.458, -0.847, 1.597], [-0.443, -2.776, 1.332], [1.795, -1.355, 7.545], [2.759, -2.292, 6.402], [1.793, -3.248, 7.442], [1.024, -4.267, 5.406], [-1.038, -5.427, 4.115], [0.236, -4.935, 2.895], [-1.469, -4.577, 2.658], [-1.148, 1.130, 4.714], [-2.549, 0.158, 5.251], [-2.208, 0.408, 3.481], [0.075, -0.177, 6.250], [-2.194, -4.188, -5.351], [-2.073, -3.554, -4.090], [-0.892, -2.871, -3.804], [0.207, -2.838, -4.643], [1.295, -1.931, -4.468], [2.135, -1.609, -5.498], [2.148, -2.440, -6.644], [1.135, -3.400, -6.842], [0.130, -3.601, -5.858], [-1.069, -4.323, -6.145], [-3.054, -4.777, -5.688], [-2.931, -3.559, -3.427], [-0.869, -2.296, -2.904], [2.881, -0.839, -5.308], [2.937, -2.367, -7.361], [1.020, -3.975, -7.753], [-1.058, -4.828, -7.085]],
  "atomic_forces_ev_per_a": [[3.2, 0.5, -4.6], [0.3, 1.8, 0.2], [-0.4, -1.0, 0.1], [-0.2, -3.7, 0.3], [0.0, 1.4, -3.0], [1.0, 0.6, 1.6], [-0.7, 0.6, -0.4], [-1.0, -0.1, 1.5], [-0.1, 0.7, 0.1], [2.3, 1.7, 1.4], [-1.2, -1.1, -0.2], [0.9, 1.7, -0.5], [0.6, -0.9, -1.0], [-0.3, 0.2, 1.4], [-0.5, 0.0, -1.1], [0.9, -1.2, 0.7], [-1.1, 0.9, -0.3], [-0.5, 2.0, 1.5], [0.3, -0.7, -1.4], [0.7, 0.2, 0.9], [-0.1, -1.1, -1.8], [-0.3, -0.7, 0.6], [-0.7, 0.0, 0.1], [-1.8, -2.2, -1.3], [2.2, 2.6, 1.0], [-3.0, -3.1, -1.3], [1.2, 2.3, -0.4], [-0.8, -1.0, -1.7], [0.9, 1.2, 1.0], [0.2, 0.5, -0.1], [-0.4, 0.0, -0.1], [0.7, 0.3, -1.0], [-0.1, 0.0, 0.2], [0.0, -0.5, 0.3], [0.0, -0.6, 0.9], [0.3, 0.4, -0.4], [-0.6, 0.1, 0.0], [0.0, -0.3, 0.9], [-0.2, 0.8, 0.3], [0.6, -0.2, -1.1], [-0.1, 0.0, 0.2], [0.7, -0.3, 1.5], [-0.4, -0.4, 0.1], [-0.4, -0.6, 0.4], [0.5, -0.5, 1.2], [0.8, -1.3, -0.9], [-0.3, 1.6, 1.8], [0.7, -0.3, -0.9], [-1.4, 0.0, -0.7], [-0.3, 0.8, 1.6], [1.1, -1.2, 0.5], [1.1, -0.2, 0.4], [0.3, -0.8, -0.1], [-0.8, 0.3, 0.1], [-1.6, -0.6, 3.7], [-1.0, -0.4, 1.3], [-0.1, -0.8, -0.1], [-0.3, 0.3, -0.4], [-0.5, 1.6, -0.4], [-0.5, 0.3, -0.2], [0.6, 0.4, -0.1], [0.2, -0.5, -0.1], [0.4, 0.0, 0.2], [-0.5, -0.2, -0.2], [0.1, 0.2, -0.5], [-0.8, 0.4, -0.8], [-0.4, 0.0, -0.2], [1.0, -1.5, -0.2], [0.6, 0.5, -0.9], [-1.8, -0.9, 0.8], [0.4, -0.2, -1.3], [0.0, 1.1, 0.3], [0.3, -1.3, -0.1], [-1.8, -1.1, -0.3], [1.0, 0.9, 0.7], [-0.3, 1.0, 0.3], [0.4, 1.4, 0.6], [0.0, 0.5, 0.5], [0.2, 0.2, 0.1], [0.1, 0.3, 0.5], [0.0, -0.3, -0.3], [0.2, 0.3, -0.5], [0.5, 0.0, -0.1], [-0.4, -0.5, -0.5]],
  "lumo_ha": [0.08096, 0.08087],
  "energy_ha": -3844.9684,
  "homo_lumo_gap_ev": [4.31, 4.25],
  "max_force_ev_per_a": 5.64,
  "total_charge": -1
}